The molecule C9H12NO2P at a distorted geometry, computed with ωB97M-V/def2-TZVPD.

* energy above the lowest of the compared OMol25 structures with the same formula, charge and spin: 0.0000 eV
* SMILES string: CN1CCO[P@@]1(=O)c1ccccc1
* total charge: 0
* HOMO-LUMO gap: 10.20 eV
* E_HOMO: -9.4 eV

Cartesian coordinates (Å):
C 2.75 -0.01 1.65
N 1.75 -0.32 0.67
C 2.23 -1.06 -0.56
C 1.67 -0.12 -1.72
O 1.11 1.03 -1.25
P 0.70 0.99 0.30
O 0.84 2.31 0.98
C -1.04 0.39 0.31
C -1.36 -0.77 -0.39
C -2.77 -1.09 -0.57
C -3.79 -0.16 -0.20
C -3.39 0.90 0.61
C -2.04 1.25 0.78
H 2.27 0.68 2.29
H 2.93 -0.79 2.35
H 3.74 0.40 1.24
H 1.93 -2.15 -0.66
H 3.31 -1.05 -0.56
H 2.32 0.23 -2.53
H 0.90 -0.80 -2.23
H -0.54 -1.42 -0.88
H -2.85 -1.96 -1.32
H -4.86 -0.36 -0.49
H -4.06 1.66 0.93
H -1.75 2.20 1.25